# 1
Below is a molecular structure, C24H15F6I2N4O5S2Zr, with properties calculated with wB97M-V/def2-TZVPD.

Structure (XYZ):
```
59
Properties=species:S:1:pos:R:3:nbo_charge:R:1
Zr -0.1178 0.9037 -0.1787 2.362
I -4.1186 1.9502 6.1927 0.204
C -2.6860 1.8171 4.6868 -0.167
C -1.5694 1.0115 4.8685 -0.238
C -0.6267 0.9090 3.8556 -0.216
I 1.0183 -0.3498 4.0780 0.216
C -0.7968 1.6108 2.6695 0.328
O 0.0721 1.4818 1.6404 -0.828
C -1.9221 2.4134 2.4891 -0.115
C -2.0987 3.1179 1.1744 -0.236
N -2.1573 2.1445 0.0404 -0.687
C -3.3336 1.2560 0.1119 -0.267
C -3.0105 -0.0070 0.8604 0.245
C -3.9569 -0.6683 1.6188 -0.238
C -3.6128 -1.8613 2.2345 -0.099
C -2.3342 -2.3660 2.0607 -0.244
C -1.4413 -1.6581 1.2837 0.094
N -1.7669 -0.4918 0.6920 -0.590
C -2.8645 2.5161 3.5026 -0.217
H -1.4351 0.4609 5.7888 0.249
H -1.2549 3.7850 0.9827 0.234
H -3.0093 3.7199 1.1866 0.216
H -2.2264 2.6755 -0.8253 0.413
H -3.6159 0.9895 -0.9086 0.251
H -4.1835 1.7648 0.5715 0.222
H -4.9442 -0.2427 1.7358 0.241
H -4.3350 -2.3886 2.8435 0.243
H -2.0244 -3.2917 2.5229 0.249
H -0.4326 -2.0080 1.1200 0.247
H -3.7382 3.1401 3.3631 0.233
F 1.7060 3.6113 -4.7177 -0.278
C 1.3833 3.7291 -3.4470 0.760
F 0.0849 3.9788 -3.3297 -0.300
F 2.0781 4.6947 -2.8758 -0.282
S 1.7674 2.1416 -2.5728 2.241
O 1.0610 2.3812 -1.2609 -1.008
O 3.1642 1.9600 -2.4914 -0.825
N 1.0647 0.9936 -3.3728 -1.184
S -0.4924 0.8078 -3.5104 2.230
O -1.1573 0.8227 -2.1662 -1.019
O -1.1548 1.5687 -4.5058 -0.846
C -0.5569 -0.9709 -4.0110 0.766
F 0.0817 -1.1156 -5.1546 -0.279
F -1.8397 -1.2756 -4.1546 -0.290
F -0.0163 -1.7379 -3.0805 -0.286
N 7.5748 -5.4417 -1.3488 -0.257
C 6.6523 -4.7743 -1.2004 0.255
C 5.4954 -3.9395 -1.0111 -0.139
C 5.1618 -3.5065 0.2705 -0.149
C 4.0508 -2.7063 0.4533 -0.192
C 3.2688 -2.3405 -0.6436 -0.097
C 3.6110 -2.7745 -1.9268 -0.186
C 4.7227 -3.5726 -2.1110 -0.158
C 2.1171 -1.5138 -0.4644 0.244
C 1.1323 -0.8102 -0.3121 -0.765
H 5.7773 -3.7976 1.1099 0.240
H 3.7835 -2.3569 1.4411 0.228
H 3.0020 -2.4761 -2.7692 0.229
H 4.9992 -3.9133 -3.0988 0.242
```

Energy relative to the best compared isomer or geometry (same formula, charge and spin): 0.0 kJ/mol
HOMO: -0.4194 Ha
Charge: +1

***

# 2
Below is 4 unconnected molecules or ions with the total composition C24H15IO8S at a distorted geometry, with properties calculated with wB97M-V/def2-TZVPD.

Structure (XYZ):
```
49
Properties=species:S:1:pos:R:3:nbo_charge:R:1
O 1.2136 -1.5247 -3.5925 -0.543
C 0.8578 -2.5398 -2.7681 0.506
C 1.2967 -2.4510 -1.1741 -0.236
C 1.2397 -3.7471 -0.3942 -0.184
S 1.6629 -3.7945 1.4641 0.023
C 0.7895 -5.1623 -1.1173 0.460
O 1.1701 -6.3669 -0.6216 -0.492
C -0.1151 -5.1030 -2.5219 -0.206
I -1.3092 -6.8654 -3.0767 0.249
C -0.0410 -3.8269 -3.3105 -0.290
H 1.6206 -1.4398 -0.6434 0.285
H 0.4330 -3.3948 2.0795 0.159
H -0.6291 -3.7498 -4.3195 0.270
C -1.9446 3.5585 -4.1262 -0.240
C -2.7803 2.5446 -4.3713 -0.214
C -2.2938 1.1531 -4.4512 0.465
O -3.0577 0.2248 -4.6774 -0.488
C -0.8493 0.9254 -4.2482 -0.229
C -0.0136 1.9393 -4.0031 -0.228
C -0.5000 3.3308 -3.9233 0.467
O 0.2638 4.2591 -3.6970 -0.497
H -2.2848 4.5850 -4.0652 0.235
H -3.8426 2.6952 -4.5217 0.235
H -0.5090 -0.1011 -4.3093 0.253
H 1.0487 1.7887 -3.8527 0.239
C -3.4099 2.0695 1.0918 -0.208
C -2.3981 1.2693 1.4413 -0.238
C -1.0360 1.4814 0.9131 0.476
O -0.1097 0.7482 1.2308 -0.511
C -0.8352 2.6124 -0.0144 -0.226
C -1.8470 3.4127 -0.3638 -0.226
C -3.2091 3.2006 0.1644 0.464
O -4.1353 3.9338 -0.1533 -0.478
H -4.4151 1.9275 1.4695 0.236
H -2.5291 0.4359 2.1211 0.234
H 0.1700 2.7545 -0.3921 0.238
H -1.7160 4.2461 -1.0436 0.240
C 3.2045 -0.5748 6.6851 -0.226
C 3.5536 -1.5414 5.8306 -0.231
C 3.2109 -1.4572 4.3972 0.479
O 3.5283 -2.3424 3.6148 -0.490
C 2.4695 -0.2634 3.9446 -0.237
C 2.1204 0.7032 4.7991 -0.219
C 2.4631 0.6190 6.2325 0.466
O 2.1457 1.5042 7.0150 -0.487
H 3.4474 -0.6213 7.7397 0.234
H 4.0983 -2.4229 6.1469 0.234
H 2.2267 -0.2169 2.8900 0.244
H 1.5758 1.5848 4.4828 0.233
```

HOMO: -0.3576 Ha
SMILES: O=C1C=C(S)C(=O)C(I)=C1.O=C1C=CC(=O)C=C1.O=C1C=CC(=O)C=C1.O=C1C=CC(=O)C=C1
Charge: 0

***

# 3
Below is a molecular structure, C24H15N6SeZn at a distorted geometry, with properties calculated with wB97M-V/def2-TZVPD.

Structure (XYZ):
```
47
Properties=species:S:1:pos:R:3:nbo_charge:R:1
Zn -16.4564 0.3225 -3.1713 1.556
C -11.2854 -1.3499 -0.8919 -0.192
C -11.1041 -0.0265 -1.3455 -0.199
C -12.0905 0.6697 -1.9908 -0.210
C -13.4195 0.1211 -2.0319 0.094
C -13.5611 -1.2200 -1.6705 -0.215
C -12.5210 -1.9412 -1.0449 -0.213
N -14.5487 0.9240 -2.2920 -0.371
N -14.4357 2.2236 -2.0921 -0.088
C -15.5406 2.8879 -2.4473 0.004
C -15.5896 4.3179 -2.1649 -0.120
C -16.7464 4.9891 -2.4943 -0.247
C -17.7682 4.3880 -3.1528 -0.152
C -17.7402 3.0214 -3.3803 -0.246
C -16.6971 2.2768 -3.0083 -0.540
H -10.4408 -1.9181 -0.4461 0.232
H -10.0313 0.3631 -1.3041 0.230
H -11.8140 1.6586 -2.3485 0.240
H -14.5635 -1.6094 -1.7834 0.196
H -12.6855 -3.0379 -0.7523 0.229
H -14.6640 4.7906 -1.8422 0.232
H -16.7923 6.0749 -2.2225 0.229
H -18.6335 5.0236 -3.4515 0.227
H -18.5398 2.5864 -3.9481 0.206
Se -19.2212 -6.6588 -2.2401 1.019
N -19.3953 -5.0977 -1.3062 -0.576
C -18.6522 -4.1430 -1.8268 0.080
C -18.6289 -2.7758 -1.4192 -0.067
C -19.4871 -2.2156 -0.4830 -0.095
C -19.3236 -0.9078 -0.1543 -0.225
C -18.3433 -0.1419 -0.7439 0.092
N -17.5872 -0.6489 -1.7520 -0.580
C -17.6865 -1.9957 -2.1041 0.153
C -16.9741 -2.3872 -3.2699 0.237
N -16.2902 -1.4228 -3.9812 -0.632
C -15.7721 -1.7812 -5.1762 0.104
C -15.7597 -3.1122 -5.6364 -0.231
C -16.5115 -4.0386 -4.9143 -0.084
C -17.0640 -3.6860 -3.6848 -0.116
C -17.9235 -4.6071 -2.9482 0.188
N -18.1692 -5.8357 -3.3796 -0.630
H -20.2329 -2.7334 0.0767 0.256
H -19.9736 -0.4681 0.6244 0.248
H -17.9825 0.7806 -0.3099 0.235
H -15.3984 -1.0174 -5.8436 0.228
H -15.1611 -3.3535 -6.4921 0.251
H -16.4156 -5.1281 -5.1924 0.265
```

HOMO: -0.3936 Ha
Charge: +1

***

| no. | E (eV) | gap between HOMO and LUMO (eV) |
| --- | --- | --- |
| 1 | -96782.01785 | 7.7 |
| 2 | -60436.71360 | 7.4 |
| 3 | -147829.05955 | 6.5 |